[1]
The following is a DFT calculation (wB97M-V/def2-TZVPD) of a structure of composition C19H15BF2NO4SbSe4SiTc.

Structure (XYZ):
```
49
Properties=species:S:1:pos:R:3:forces:R:3:nbo_charge:R:1
Tc -0.853 0.448 0.883 -2.7 -1.2 0.0 0.457
O 0.760 1.079 1.219 3.3 0.9 0.6 -0.434
C 1.708 1.862 1.007 -0.1 0.1 0.0 0.337
C 1.681 2.861 -0.043 -0.2 0.1 -0.5 -0.219
C 2.782 3.707 -0.186 0.1 -0.1 0.1 -0.107
C 2.783 4.690 -1.149 -0.3 -0.1 -0.1 0.018
C 1.696 4.905 -1.980 0.1 0.0 0.1 -0.109
C 0.599 4.068 -1.871 -0.1 -0.1 0.0 -0.276
C 0.608 3.055 -0.935 0.0 0.1 0.1 0.425
O -0.469 2.184 -0.832 1.0 -0.1 0.1 -0.759
N 3.986 5.524 -1.310 0.2 0.2 0.0 0.528
O 4.982 5.170 -0.716 -0.1 0.1 0.0 -0.349
O 3.890 6.491 -2.033 0.0 -0.1 0.1 -0.340
H 2.578 1.817 1.657 0.0 -0.1 0.1 0.210
H 3.642 3.602 0.462 0.0 0.0 0.0 0.267
H 1.717 5.715 -2.695 0.0 0.0 0.0 0.273
H -0.259 4.201 -2.516 0.0 0.0 0.0 0.253
Se -0.499 3.542 2.580 -0.2 0.3 0.8 -0.645
Sb -0.914 3.613 4.917 -0.4 -0.5 -0.8 0.881
Se -3.409 1.375 3.005 0.0 -0.2 -0.2 -0.010
Se -1.956 -0.481 2.667 0.1 -0.1 -0.1 0.092
Se -2.983 2.013 5.164 0.6 0.4 0.1 -0.218
F -2.383 1.072 -0.640 0.1 0.2 -0.1 -0.450
B -1.747 2.154 -1.202 -1.1 -0.2 -0.2 1.447
F -2.446 2.947 -1.957 0.3 0.1 0.0 -0.439
C -3.634 -2.955 -2.815 0.0 0.0 0.0 -0.194
C -3.843 -2.688 -1.469 0.0 0.0 0.0 -0.196
C -2.782 -2.299 -0.666 0.0 -0.1 0.0 -0.219
C -1.494 -2.157 -1.191 0.2 0.0 0.1 -0.507
C -1.310 -2.408 -2.554 0.1 0.1 0.0 -0.144
C -2.367 -2.804 -3.359 0.0 0.0 -0.1 -0.225
Si -0.023 -1.629 -0.133 -0.7 0.3 0.2 1.140
C 0.634 -2.982 0.994 0.0 0.3 -0.1 -0.509
C -0.047 -3.419 2.132 0.0 0.1 -0.1 -0.135
C 0.467 -4.428 2.929 0.0 -0.1 0.1 -0.214
C 1.677 -5.023 2.602 0.0 0.0 -0.1 -0.191
C 2.368 -4.605 1.474 0.0 -0.1 0.1 -0.205
C 1.850 -3.594 0.680 0.0 0.1 -0.1 -0.193
H -4.456 -3.288 -3.435 0.0 0.1 0.0 0.223
H -4.836 -2.785 -1.048 0.0 -0.1 0.0 0.220
H -2.960 -2.127 0.389 0.0 0.0 0.0 0.208
H -0.322 -2.304 -2.988 0.0 0.0 0.0 0.205
H -2.205 -2.993 -4.412 0.0 0.0 0.0 0.222
H 1.068 -1.248 -1.077 0.0 0.0 0.0 -0.183
H -0.994 -2.968 2.404 0.0 -0.1 0.0 0.187
H -0.075 -4.755 3.806 0.0 0.0 0.0 0.219
H 2.078 -5.813 3.223 0.0 0.0 0.0 0.223
H 3.312 -5.066 1.218 0.0 0.0 0.0 0.223
H 2.400 -3.276 -0.199 0.0 0.0 0.0 0.214
```
Positions in Å, forces in eV/Å.

Summary:
Total charge ... +1
Kohn-Sham gap ... 6.22 eV

---

[2]
The following is a DFT calculation (wB97M-V/def2-TZVPD) of a structure of composition C19H15BaN3O9S.

Structure (XYZ):
```
48
Properties=species:S:1:pos:R:3:forces:R:3:nbo_charge:R:1
Ba 0.530 1.431 -0.564 0.2 0.2 -0.6 1.891
O 1.246 -1.537 -4.357 0.0 0.0 0.0 -0.725
C 1.048 -0.580 -3.598 0.1 0.0 0.0 0.739
O 1.427 -0.415 -2.409 -0.2 0.2 0.1 -0.822
C 0.234 0.587 -4.193 0.0 0.0 0.0 0.098
C -0.079 0.614 -5.547 0.0 0.0 0.0 -0.241
C -0.788 1.695 -6.044 0.0 0.0 0.0 -0.197
C -1.173 2.707 -5.179 0.0 0.0 0.0 -0.245
C -0.841 2.595 -3.835 0.0 0.0 0.0 0.099
N -0.149 1.557 -3.363 0.0 0.1 0.0 -0.489
C -1.275 3.679 -2.832 -0.1 0.0 0.0 0.738
O -1.782 4.699 -3.320 0.0 0.0 0.0 -0.731
O -1.074 3.407 -1.617 0.2 -0.2 0.1 -0.831
H 0.248 -0.215 -6.158 0.0 0.0 0.0 0.236
H -1.040 1.749 -7.099 0.0 0.0 0.0 0.192
H -1.721 3.582 -5.497 0.0 0.0 0.0 0.234
O 0.911 -0.728 3.580 -1.0 0.5 0.0 -0.734
C 0.445 -0.451 2.464 -0.3 0.1 0.0 0.824
O 1.137 -0.235 1.415 -0.5 -0.1 0.0 -0.858
C -1.085 -0.457 2.342 0.0 0.0 0.0 -0.339
C -1.602 -1.029 1.015 -0.1 0.0 0.0 0.078
C -3.083 -1.412 1.167 0.0 0.0 0.0 -0.427
C -3.767 -0.018 1.138 0.0 0.0 0.0 -0.426
C -2.550 0.911 1.026 0.0 0.0 0.0 0.081
O -1.697 0.126 0.160 0.1 0.1 0.2 -0.584
C -1.813 0.932 2.380 0.0 0.0 0.0 -0.354
C -0.930 2.180 2.643 0.0 0.1 0.1 0.796
O -1.078 2.721 3.745 0.0 0.0 0.0 -0.723
O -0.159 2.538 1.704 -0.1 -0.2 -0.1 -0.875
H -1.433 -1.067 3.176 0.0 0.0 0.0 0.219
H -0.959 -1.770 0.546 0.0 0.0 0.0 0.225
H -3.266 -1.962 2.090 0.0 0.0 0.0 0.200
H -3.407 -2.027 0.328 0.0 0.0 0.0 0.208
H -4.359 0.192 2.029 0.0 0.0 0.0 0.202
H -4.407 0.088 0.262 0.0 0.0 0.0 0.207
H -2.722 1.883 0.571 0.0 0.0 0.0 0.234
H -2.544 0.926 3.188 0.0 0.0 0.0 0.216
S 3.892 -2.215 -0.473 0.1 0.0 -0.1 -0.211
C 4.068 -2.419 1.159 0.0 0.1 0.3 0.207
N 3.160 -1.807 2.016 0.6 -0.7 0.0 -0.546
C 3.194 -1.934 3.345 0.6 -0.3 0.1 0.110
C 4.174 -2.691 3.926 0.2 -0.1 -0.2 -0.418
C 5.094 -3.279 3.043 0.0 0.0 0.1 0.107
N 5.068 -3.164 1.741 0.0 0.0 -0.1 -0.499
H 2.381 -1.260 1.597 0.1 0.3 0.0 0.473
H 2.388 -1.416 3.855 0.3 0.0 0.0 0.289
H 4.230 -2.827 4.995 0.0 0.0 0.0 0.209
H 5.906 -3.884 3.442 0.0 0.0 0.0 0.166
```
Positions in Å, forces in eV/Å.

Summary:
Total charge ... -2
Kohn-Sham gap ... 7.32 eV

---

| no. | E_HOMO (eV) |
| --- | --- |
| 1 | -11.2 |
| 2 | -2.9 |